(1)
This record from OMol25 describes a 6-piece molecular cluster, C39H55N2O2P2 overall in a non-equilibrium geometry. The level of theory is ωB97M-V with the def2-TZVPD basis set.

Structure (ORCA input):
```
! RIJCOSX wB97M-V def2-TZVPD def2/J DEFGRID3
* xyz -1 1
H 0.331 -0.840 -0.888
H -3.466 -1.669 0.908
H -1.448 -1.206 4.979
C 6.017 3.418 4.856
H -6.877 0.584 -1.277
H 7.659 4.741 5.294
H -3.649 -5.244 -10.292
H -2.269 -2.325 -5.181
P -2.457 -3.044 -3.925
H -3.877 -5.606 -7.848
C 3.896 -0.714 3.740
H -1.324 -0.775 -3.092
H 0.583 1.297 0.263
C -0.243 0.615 0.779
C -4.105 -2.084 -0.005
H 5.752 6.398 3.394
C -0.593 -0.732 -0.149
H 3.813 5.971 6.766
C -1.940 -3.786 2.820
H -1.756 -3.904 -11.177
C 2.955 -1.256 2.864
H 6.635 2.699 4.325
H 5.925 0.817 1.481
C 4.148 -0.301 0.993
H -5.421 -1.652 -2.779
C -2.917 -4.819 -9.609
C -0.908 -3.532 -9.231
H 4.244 -0.136 -0.077
H -0.075 -2.952 -9.619
H -0.925 -2.356 -1.908
C 6.593 4.564 5.403
H -0.298 -3.323 -7.176
H -1.904 -5.873 3.354
H -2.445 0.717 1.519
P -2.149 -1.633 -2.234
H -2.205 -4.640 -6.289
H -3.883 -3.398 -3.907
C 4.431 5.256 6.228
H -1.199 -3.101 6.562
H -1.439 -5.434 5.751
H 2.351 -1.475 0.808
H 4.197 2.301 4.561
C -2.104 -4.483 -7.360
C -5.994 0.939 -3.097
H 2.785 3.942 5.774
H 3.795 -0.871 4.811
H 4.697 5.632 -1.396
H -0.778 -1.693 0.504
H -4.815 -2.934 0.440
C 5.800 5.482 6.091
H -5.134 2.289 -1.448
C 3.083 -1.051 1.491
C 4.927 5.800 -0.347
C 5.092 0.236 1.869
O -1.523 -4.313 -3.770
H 6.250 6.374 6.521
H 2.123 -1.837 3.252
C 4.833 4.748 0.565
C -1.594 1.472 1.194
C 5.608 7.283 1.435
C -3.183 -2.813 -1.147
C -5.013 2.178 -2.607
H 5.702 0.446 3.924
H -3.879 -3.554 -1.733
C -1.409 -3.293 5.513
H -1.734 0.477 -1.409
C 4.647 3.193 4.989
C -5.064 -0.873 -0.551
C -3.045 -5.024 -8.236
H 5.069 4.141 2.619
C 4.966 0.028 3.242
H -5.781 -0.575 0.345
C 5.135 4.963 1.910
C -1.852 -4.069 -10.107
O -6.119 0.767 -4.430
H 0.247 0.279 1.814
N -6.787 0.032 -2.182
H -1.941 2.119 0.256
H -2.404 -3.502 -0.561
H -3.906 1.824 -2.863
H 4.527 3.762 0.227
H 5.390 7.886 -0.623
H -5.260 3.205 -3.138
H -6.842 -2.042 -1.544
N -1.863 -0.460 -0.922
H -4.453 0.102 -0.827
H 5.906 8.272 1.774
C -5.999 -1.251 -1.843
C -1.817 -2.475 3.277
C -1.034 -3.741 -7.858
C -1.805 -4.851 3.710
H -2.142 -3.979 1.769
C -1.548 -2.228 4.623
C 5.316 7.067 0.088
C 3.853 4.115 5.673
C 5.520 6.230 2.345
C -1.542 -4.605 5.057
H -1.929 -1.645 2.584
H -1.419 2.240 2.067
H -3.314 -0.927 -2.735
*
```

Properties
- molar mass (g mol⁻¹) = 645.8
- HOMO-LUMO gap (eV) = 6.402

(2)
This record from OMol25 describes C39H56BrN4O3ReSSe as an isolated structure in a non-equilibrium geometry. The level of theory is ωB97M-V with the def2-TZVPD basis set.

Structure (ORCA input):
```
! RIJCOSX wB97M-V def2-TZVPD def2/J DEFGRID3
* xyz 1 4
H -0.688 -4.611 -2.195
C -1.408 -0.655 0.686
C -0.461 -4.903 -0.039
H 0.244 0.912 -6.273
N -1.740 -0.899 -4.687
C 4.700 -0.915 0.167
H -3.770 0.440 0.924
C -2.823 -0.119 3.566
H 0.045 -0.461 3.323
H -1.520 -6.650 -0.130
C 0.070 -5.116 -1.481
O -2.903 3.109 0.900
H 4.168 1.058 1.881
H -2.546 -5.126 -0.382
C -0.323 -2.385 -0.665
Br 0.978 3.318 -2.660
C 2.373 1.949 1.212
H 0.979 4.491 1.208
C -0.593 4.260 -2.556
H -2.476 -0.948 -4.029
H 0.238 -6.163 -1.700
H 0.849 -1.633 -6.417
C 1.338 0.733 -0.608
C 5.714 -0.607 1.262
H 4.799 -1.183 -2.026
C -1.396 -2.989 1.381
H 6.267 -1.712 -1.243
H -3.912 6.074 -2.632
H 3.695 3.888 3.821
C 2.323 3.063 2.324
H 6.519 -1.322 1.189
C 3.441 1.055 1.107
H 0.011 5.739 -4.020
C -0.748 -1.087 -0.488
H 0.349 2.232 2.802
C 1.191 2.642 3.326
C -2.672 -2.541 3.879
C -0.615 -1.152 3.884
H -3.520 4.183 -1.188
H -4.161 3.404 2.887
C -3.023 5.549 -2.729
C -1.774 -5.662 0.166
H 5.060 -3.035 0.478
N -0.347 0.132 -5.983
H -2.943 -2.213 4.828
H -5.570 2.440 2.577
H -0.140 -2.067 4.100
C -1.627 -1.626 1.693
C -3.606 1.541 -1.007
C 5.473 -0.886 -1.202
H -1.775 -2.577 -5.978
H 3.529 -2.683 -0.204
N -1.600 3.881 -1.824
H -3.860 -0.050 3.167
O 0.208 2.532 0.344
H -0.548 -2.705 -4.738
C 3.519 0.059 0.179
S -1.990 1.723 -4.525
C -2.018 5.901 -3.605
H -0.772 -0.595 4.831
H -2.014 -5.578 1.210
H -2.292 0.804 3.234
H 0.350 -4.961 1.949
C 3.708 3.153 3.019
Re -1.593 2.113 -0.447
H 5.847 0.131 -1.384
H -2.894 -0.028 4.637
H 0.848 3.501 3.954
C -1.968 -1.387 3.189
H 3.887 2.230 3.614
N -4.628 2.728 2.297
H -5.283 0.936 0.183
C 1.949 4.426 1.680
C -0.146 -1.251 -6.378
H 6.191 0.378 1.168
H 0.824 -6.462 1.007
H 2.731 4.705 0.937
C 1.316 1.815 0.294
H 0.292 -2.599 -1.553
H -3.721 0.695 -1.718
C -1.356 0.299 -5.105
H 1.052 -4.715 -1.754
C -4.209 1.205 0.319
H 3.743 -2.330 1.496
H -3.553 -2.900 3.359
C 2.455 -0.103 -0.689
H -2.240 6.680 -4.324
C 4.199 -2.339 0.542
H -1.805 -3.756 1.991
H -2.071 -3.395 4.035
H 5.240 -0.822 2.279
H -0.575 -1.477 -7.404
H 1.619 1.893 3.952
H -4.234 2.263 -1.522
C -1.092 -2.028 -5.372
C -2.752 4.540 -1.866
C 0.617 -5.374 0.992
O -1.617 0.639 0.881
H 1.954 5.060 2.543
C -0.797 5.333 -3.465
C -0.737 -3.434 0.223
H 4.541 3.427 2.327
Se -0.163 0.320 -1.730
C -3.891 2.366 1.237
H 1.527 -4.831 0.699
H 2.533 -0.904 -1.415
*
```

Properties
- molar mass (g mol⁻¹) = 1006.0
- HOMO-LUMO gap (spin up / spin down) (eV) = 7.706 / 6.495

(3)
This record from OMol25 describes a 4-piece molecular cluster, C39H56N5O9S overall in a non-equilibrium geometry. The level of theory is ωB97M-V with the def2-TZVPD basis set.

Structure (ORCA input):
```
! RIJCOSX wB97M-V def2-TZVPD def2/J DEFGRID3
* xyz 1 1
H 5.580 4.802 0.023
H 0.712 0.533 -3.910
N 2.495 -2.305 -1.365
H 0.268 1.594 0.366
H 2.106 0.325 7.649
C -0.688 -2.460 -0.666
C 0.410 -0.382 2.039
H -1.629 2.496 7.058
H -3.219 -1.311 -3.447
H 2.354 -5.736 2.139
H 4.429 5.126 4.898
H 3.467 1.255 -2.952
H -4.257 -2.829 -4.908
N 3.585 -3.747 0.875
H -3.692 4.652 -5.182
H 4.043 -3.517 1.766
C 1.639 -3.833 3.249
O 0.182 -5.479 1.928
N 2.223 -3.449 0.886
C 6.309 5.264 1.959
H -7.618 -1.557 -4.625
H -6.598 3.304 -2.225
H 3.447 -2.693 -1.515
C 1.915 -1.426 -2.440
C -1.483 -1.089 -0.976
C 6.007 5.370 3.403
H 1.182 -2.089 -3.047
H 2.684 4.419 3.265
C 4.002 4.559 1.519
H -4.984 1.589 -1.419
C 1.808 -2.578 -0.251
H -4.326 -2.911 -0.814
H 0.477 -0.323 3.197
N 0.500 -2.114 0.173
H 2.660 -3.865 3.799
H -0.958 -0.238 -0.390
H 2.456 -1.940 2.558
O 1.874 3.434 4.450
N 1.647 0.269 1.513
H -1.019 -2.630 3.838
C 0.331 -1.967 1.644
O 0.912 -7.466 0.867
H -0.585 3.787 5.203
C -0.602 2.340 6.752
H 3.148 1.617 5.794
C 1.715 -2.702 2.101
H 3.772 -4.719 0.586
H -3.129 -1.332 0.602
C -5.612 3.189 -2.659
C 3.700 4.665 2.962
O -6.058 4.944 -4.160
H -1.334 -3.312 -0.267
O 1.414 2.598 -3.970
H 2.804 -1.468 -4.530
O 6.858 5.712 4.203
H 1.309 -6.010 3.618
O -0.352 0.680 8.399
C 1.358 1.511 0.721
C 0.158 1.312 7.495
H 4.068 -1.362 -3.187
H 1.631 2.483 1.256
H 7.320 5.508 1.658
H 2.248 0.543 2.305
C -6.062 -2.776 -3.581
H 1.595 1.106 -5.439
H -6.565 -0.507 -3.510
C 5.377 4.886 1.084
C 2.121 1.773 6.100
C -4.013 -1.966 -1.408
H -4.992 -1.353 -1.509
C -3.016 -1.076 -0.508
C -3.063 3.052 -3.942
H 2.052 2.596 -1.973
C 1.425 -5.335 2.682
C 1.064 2.660 -2.544
O 3.149 4.215 0.719
C -0.043 3.032 5.758
C 1.361 2.800 5.358
H -6.381 -2.867 -2.479
H -1.328 -0.814 -2.086
H -2.500 -2.890 -2.851
C -3.488 -2.282 -2.888
H 1.289 -0.559 -2.038
C -4.747 2.270 -2.228
S -1.258 -2.476 2.463
C 3.043 -0.961 -3.517
C -4.511 -3.112 -3.812
H -5.886 -1.140 -5.183
C 4.632 5.042 3.838
O -2.615 1.295 -2.441
H 3.744 0.783 -4.705
H -6.656 -3.597 -4.145
H 0.441 -5.728 -0.238
H 0.860 -3.629 4.060
C 1.563 1.081 7.094
H -4.280 -4.239 -3.731
H -2.078 2.937 -4.376
H 0.600 3.681 -2.262
C -3.407 2.133 -2.836
C 1.588 1.178 -4.286
C -5.269 4.108 -3.766
C 0.541 -6.265 0.765
C 3.034 0.623 -3.804
C -6.536 -1.374 -4.255
H -0.280 -2.825 -1.688
H 2.005 1.449 -0.230
C -3.928 3.971 -4.374
H 0.291 1.868 -2.252
H -3.375 0.019 -0.619
H -0.564 0.173 1.771
*
```

Properties
- molar mass (g mol⁻¹) = 771.0
- HOMO-LUMO gap (eV) = 7.872

(4)
This record from OMol25 describes C39H57BBr21FN2O4 as an isolated structure in a non-equilibrium geometry. The level of theory is ωB97M-V with the def2-TZVPD basis set.

Structure (ORCA input):
```
! RIJCOSX wB97M-V def2-TZVPD def2/J DEFGRID3
* xyz 0 1
C 1.032 -6.404 -6.152
C -0.734 0.110 -0.105
H 7.843 -3.498 -0.665
H 4.990 4.913 4.740
Br -3.505 1.316 -6.203
H -5.415 1.158 -3.456
H -4.631 2.471 3.586
H -2.404 -2.549 6.730
H 3.382 1.642 -8.271
H 4.153 -0.012 3.152
H 6.870 3.186 5.294
C 5.707 -2.718 -0.528
C 2.547 -2.993 -3.355
Br -7.423 -0.082 -2.727
C -3.562 -3.106 2.870
C -8.732 3.318 1.476
H -4.308 -3.890 3.269
H -9.424 2.637 1.974
Br 4.550 -0.621 -3.688
H 6.883 -4.191 0.750
C -1.544 -4.329 7.580
C 0.854 -1.428 -1.924
N -0.794 -0.155 1.335
H -2.495 -4.753 1.637
C -1.700 -1.244 1.793
H 5.695 3.486 6.594
C -0.648 4.811 0.187
H -5.159 4.140 1.645
Br 1.439 0.406 -9.164
H 2.024 -6.251 -6.577
C 2.649 7.111 3.960
H 3.464 -2.924 3.880
Br 1.243 6.265 5.012
H -3.608 -0.645 -7.700
N -3.790 -1.798 3.385
C 2.170 -2.312 -1.943
H -3.426 4.101 1.251
C 5.820 3.113 5.576
C -4.162 3.938 2.038
B 3.457 -2.006 2.117
H 0.092 -7.436 -4.474
Br 5.381 1.215 5.677
C 4.578 -0.862 2.496
F 4.179 -4.554 0.240
Br 0.438 -4.682 -5.461
O 4.697 -3.337 -4.482
C 1.352 -0.985 0.719
C 2.914 0.235 -6.713
C -2.947 -1.468 -5.827
C -2.910 -0.405 -6.896
Br -1.937 -6.235 7.690
H -1.688 -3.950 8.593
H -8.936 2.258 -0.385
H 3.263 -0.708 -7.132
H 3.157 8.419 5.632
H -3.514 -3.938 6.723
Br -7.351 3.695 2.799
Br -1.443 -1.288 -4.601
C -2.801 -0.957 2.806
O 3.139 -3.115 2.964
H -1.183 4.727 1.134
Br 1.428 -0.187 -5.523
H -5.818 1.575 -1.775
Br -0.407 7.563 0.943
C -4.098 2.556 2.639
Br 2.505 -7.281 -3.857
C 3.977 -2.502 -3.899
Br 5.408 3.475 2.775
H 4.956 -0.409 1.505
Br -3.862 5.311 3.389
C 0.493 -0.793 -0.569
Br 1.188 4.252 0.529
H -0.711 -2.970 0.501
H 0.029 6.357 -1.196
C -0.707 6.194 -0.410
C -5.679 0.753 -2.478
H 3.688 0.648 -6.066
O 1.016 0.334 2.926
C -4.649 -0.251 -2.024
H 3.976 8.799 4.100
H 1.726 -2.736 -4.113
H 5.750 -2.027 0.377
C 2.505 1.240 -7.761
H -1.704 6.398 -0.804
H -3.854 -1.442 -5.223
C 0.596 -0.177 1.872
H -1.041 4.073 -0.515
H 1.106 -8.458 -5.518
C 4.306 -3.468 -0.732
H -0.493 -4.236 7.308
C 3.047 8.443 4.548
H -1.916 -0.252 -7.318
H -9.240 4.260 1.271
H 3.855 3.544 4.736
H 0.332 -6.645 -6.954
H 3.486 6.412 3.990
Br 1.729 9.819 4.140
C -8.146 2.673 0.244
H 6.515 -4.832 -0.938
H 0.174 -1.266 -2.828
C 2.640 -1.849 0.713
H 6.015 -2.096 -1.440
C 6.823 -3.897 -0.351
H -2.838 -2.461 -6.267
H -4.490 1.814 1.938
H 1.914 2.064 -7.360
C 3.024 -2.525 -0.637
Br -2.256 2.013 2.972
H 5.501 -1.350 2.996
C -2.521 -3.641 1.896
H 2.490 -4.130 -3.179
H -4.694 -1.193 -2.571
H 4.380 -4.006 -1.752
H 2.280 7.183 2.936
Br -4.861 -0.682 -0.135
C 0.998 -7.464 -5.080
H -3.643 0.165 -2.109
Br -7.239 3.984 -0.877
H -7.421 1.891 0.470
C -1.504 -2.680 1.259
O -1.459 0.899 -0.770
Br -1.967 -3.979 4.765
C 4.901 3.831 4.624
C -2.473 -3.632 6.616
H -2.855 0.150 3.179
*
```

Properties
- molar mass (g mol⁻¹) = 2325.7
- HOMO-LUMO gap (eV) = 7.502

- Which value of molar mass does entry 4 give?
  2325.7 g mol⁻¹